The following is a DFT calculation (ωB97M-V/def2-TZVPD) of a structure of composition C27H37F3N2OReSbSi.

Element x y z (Å)
Re (0.0451, -0.0091, 1.3835)
C (-0.3507, -1.2411, 4.1641)
N (0.4486, -0.1937, 3.5170)
C (1.8727, -0.5453, 3.6356)
C (0.1469, 1.1053, 4.1600)
C (0.7683, 2.2491, 3.3601)
N (0.4246, 2.1235, 1.9140)
C (1.5242, 2.6754, 1.1114)
C (-0.8065, 2.8760, 1.6146)
H (-0.0833, -1.3367, 5.2177)
H (-0.1737, -2.2007, 3.6816)
H (-1.4061, -0.9982, 4.0898)
H (2.1994, -0.5147, 4.6778)
H (2.5065, 0.1398, 3.0682)
H (2.0274, -1.5634, 3.2722)
H (0.5263, 1.1259, 5.1855)
H (-0.9406, 1.2098, 4.1877)
H (1.8546, 2.2429, 3.4717)
H (0.4076, 3.2049, 3.7498)
H (1.7415, 3.7071, 1.4012)
H (1.2538, 2.6793, 0.0537)
H (2.4403, 2.0958, 1.2489)
H (-0.6671, 3.9406, 1.8170)
H (-1.6306, 2.5061, 2.2212)
H (-1.0611, 2.7617, 0.5592)
F (2.8381, -5.9270, -3.5481)
C (2.4583, -4.7968, -2.9906)
C (3.3124, -4.1613, -2.0888)
C (2.9020, -2.9831, -1.4982)
C (1.6654, -2.4301, -1.8256)
C (0.8189, -3.0763, -2.7222)
C (1.2074, -4.2657, -3.3046)
Sb (1.0966, -0.5033, -1.0610)
C (-0.5511, 0.0092, -2.3109)
C (-0.3907, 0.0615, -3.6926)
C (-1.4495, 0.4210, -4.5007)
C (-2.6702, 0.7311, -3.9088)
F (-3.6875, 1.0839, -4.6715)
C (-2.8512, 0.6739, -2.5286)
C (-1.7786, 0.3181, -1.7352)
C (2.5251, 0.7001, -2.1273)
C (2.0874, 1.9099, -2.6643)
C (2.9276, 2.6648, -3.4531)
C (4.2192, 2.2008, -3.7003)
F (5.0262, 2.9135, -4.4549)
C (4.6666, 0.9891, -3.1762)
C (3.8103, 0.2423, -2.3935)
H (4.2758, -4.5962, -1.8700)
H (3.5543, -2.5026, -0.7822)
H (-0.1455, -2.6540, -2.9683)
H (0.5635, -4.7906, -3.9940)
H (0.5678, -0.1823, -4.1366)
H (-1.3496, 0.4593, -5.5747)
H (-3.8191, 0.9042, -2.1092)
H (-1.9038, 0.2691, -0.6567)
H (1.0762, 2.2526, -2.4929)
H (2.6063, 3.5975, -3.8882)
H (5.6643, 0.6472, -3.4000)
H (4.1459, -0.7068, -2.0095)
C (-4.0257, -1.7923, 0.5172)
Si (-3.5173, -0.4595, 1.8118)
C (-4.0562, -1.0945, 3.5438)
C (-4.3587, 1.2256, 1.3886)
O (-1.9333, -0.1842, 1.7994)
H (-5.1055, -1.7811, 0.4200)
H (-3.7317, -2.7764, 0.8679)
H (-3.5892, -1.6195, -0.4603)
H (-5.1352, -1.2081, 3.5477)
H (-3.7926, -0.4024, 4.3366)
H (-3.6210, -2.0672, 3.7583)
H (-5.3870, 1.0281, 1.1149)
H (-3.8732, 1.7456, 0.5719)
H (-4.3625, 1.8733, 2.2573)

Net charge: +3
⟨S²⟩: 0.834
HOMO energy (spin up / spin down) (eV): -16.820 / -16.895
Kohn-Sham gap (spin up / spin down) (eV): 3.94 / 4.76
Multiplicity: 2
F_max (hartree/bohr): 0.1687

Atomic partial charges in e from the Löwdin method, atoms 1 to 5: 1.392 -0.038 -0.392 -0.039 -0.128